# 1
Here is a 18-piece molecular cluster, C66H114F6O30 overall at a distorted geometry from the OMol25 dataset. Energies are from the ωB97M-V functional and the def2-TZVPD basis.

The geometry in XYZ format:
```
216
Properties=species:S:1:pos:R:3:mulliken_charge:R:1
F 2.404 2.698 23.897 -0.44
F 9.583 0.961 22.265 -0.29
F 5.639 0.356 26.359 -0.42
F -1.408 9.562 30.353 -0.40
F 4.583 11.641 29.347 -0.34
F 2.316 4.588 32.283 -0.25
O 7.843 1.701 28.177 -0.41
O 10.542 9.731 32.563 -0.47
O 0.673 9.728 32.767 -0.35
O 4.959 9.764 28.117 0.03
O 0.120 8.217 31.261 0.26
O 0.543 7.864 26.224 -0.49
O -0.134 4.876 34.363 -0.39
O -0.756 6.989 33.903 -0.53
O 11.221 0.557 25.913 -0.56
O 6.651 7.323 30.279 -0.67
O 9.089 0.838 25.379 0.10
O 5.034 7.110 34.900 -0.18
O 11.581 5.530 24.276 -0.42
O 6.468 -0.015 28.418 -0.39
O -1.089 3.978 31.723 -0.43
O 6.570 11.923 31.731 -0.42
O -3.455 4.540 26.479 -0.48
O 7.830 3.352 35.316 -0.46
O 6.901 5.166 24.401 -0.35
O 3.064 6.310 23.500 -0.28
O 1.287 6.249 33.314 0.73
O 10.438 -0.236 24.014 -0.35
O 2.229 1.903 27.665 -0.52
O 5.183 9.455 25.863 -0.39
O 1.687 3.297 25.917 -0.41
O 2.346 8.525 31.799 0.01
O 3.799 2.839 26.364 -0.13
O 6.405 11.035 26.931 -0.42
O 8.329 -0.031 29.596 -0.62
O 5.112 1.966 30.464 -0.17
C 8.289 0.552 24.268 -0.19
C 1.160 8.778 31.915 -0.37
C 5.517 10.677 29.039 1.07
C 4.648 7.005 36.255 -0.75
C 1.159 4.200 34.389 -0.47
C 7.157 6.010 25.502 0.94
C -2.801 5.682 25.923 0.00
C 3.144 8.585 35.356 -0.47
C 9.261 7.920 33.140 1.72
C 3.769 3.859 25.396 0.63
C 5.285 12.098 33.601 -0.58
C 5.035 6.137 31.381 0.90
C 7.591 5.691 23.271 -0.77
C 9.998 2.975 34.384 -0.89
C 0.592 8.782 27.316 -0.64
C 11.139 3.654 25.645 0.16
C 6.426 1.626 32.429 -0.24
C 11.231 9.103 33.645 -0.51
C -2.755 3.336 25.980 -0.36
C -0.735 2.911 30.925 -0.37
C 8.887 2.370 35.193 -0.37
C 6.721 11.265 28.322 -0.70
C 2.484 7.338 27.459 1.88
C 5.540 10.033 26.850 0.11
C 11.755 4.112 24.295 -0.65
C 8.262 4.515 34.631 -0.18
C 7.586 0.583 28.844 0.49
C 5.297 0.614 32.435 -0.86
C 10.311 0.400 25.168 0.39
C 5.327 11.504 32.262 0.48
C 8.404 6.904 23.780 -0.15
C 2.722 8.662 23.162 -0.38
C 2.405 7.865 21.901 -1.02
C 4.274 8.258 34.372 1.00
C 3.628 7.570 23.860 1.53
C 3.208 7.452 36.327 -0.49
C 6.125 2.589 31.253 -0.42
C -1.305 4.789 29.532 0.45
C -2.092 5.168 24.628 -0.45
C 6.750 12.196 34.098 -0.43
C 2.037 5.078 33.522 0.76
C 9.785 8.704 31.991 -0.89
C 5.025 5.751 29.951 0.59
C 4.330 1.202 31.402 -0.37
C -1.110 5.159 31.010 0.79
C 6.414 6.714 31.533 -0.05
C 2.078 6.477 22.468 -0.11
C 10.437 7.917 34.181 -0.61
C 11.890 5.898 25.537 -0.66
C 5.729 6.856 29.277 1.24
C -1.171 3.253 29.531 -0.28
C 0.056 6.120 33.862 -0.05
C 11.109 4.941 26.471 -0.21
C 5.717 0.906 27.656 1.17
C -1.073 8.837 31.531 0.45
C 1.607 6.883 26.386 1.23
C 7.651 7.400 24.958 -0.28
C 9.239 4.023 33.586 0.76
C 7.555 12.060 32.796 0.03
C 2.537 2.570 26.757 0.32
C -1.605 3.783 25.097 0.19
C 2.372 3.712 24.847 1.04
C 6.624 2.139 27.562 0.84
C -0.791 9.730 32.703 -0.59
C 9.279 0.059 23.243 0.19
C 1.562 8.190 28.335 1.06
H 11.589 4.761 27.441 0.38
H 2.140 8.660 34.900 -0.21
H 3.641 1.872 31.904 -0.02
H 4.264 6.931 31.526 -0.81
H 4.752 1.047 28.079 -0.02
H 4.843 13.098 33.633 0.42
H -1.220 2.070 31.446 0.30
H -2.131 6.104 26.688 -0.22
H 4.980 9.031 34.246 0.40
H 1.071 6.527 22.912 0.02
H 6.993 11.378 34.781 0.29
H 10.449 2.273 33.762 0.42
H 10.282 8.089 31.307 0.52
H 3.398 9.531 35.786 0.55
H 1.777 8.757 23.716 0.12
H 6.819 5.825 22.530 0.21
H 8.142 12.955 32.510 0.30
H 4.598 11.862 31.521 0.47
H -2.138 2.827 29.262 0.12
H 3.873 7.980 33.399 -1.01
H 4.711 11.462 34.238 0.05
H 12.227 8.794 33.332 0.32
H 7.474 -0.078 24.536 0.42
H 3.990 4.865 25.862 -0.71
H 3.247 7.814 21.214 0.26
H 3.758 0.508 30.808 0.49
H -1.164 9.340 33.622 0.21
H 10.085 3.322 25.478 -0.38
H -3.459 2.708 25.497 0.36
H 8.170 7.976 25.702 0.49
H 4.669 7.652 23.550 -0.17
H 7.122 5.920 31.743 -0.75
H -1.045 10.747 32.568 0.47
H 6.846 13.216 34.513 0.27
H -3.538 6.456 25.721 0.48
H 3.001 6.588 27.995 -0.22
H 8.875 6.988 32.850 -0.66
H 8.072 4.820 22.923 0.45
H 1.512 4.150 35.398 0.37
H 7.039 2.673 30.723 0.89
H -1.482 2.956 24.384 0.48
H 8.530 7.589 22.970 0.51
H 0.309 2.723 31.006 0.11
H 2.121 9.031 28.831 0.18
H 4.558 3.718 24.637 0.22
H 3.611 7.644 24.914 -1.12
H 6.761 2.602 26.564 0.38
H 1.611 8.261 21.336 0.52
H -1.902 8.149 31.593 0.15
H 9.275 2.124 36.183 0.37
H 5.774 10.209 29.938 -0.08
H 7.672 10.780 28.441 0.24
H 9.401 6.531 24.049 -0.30
H 3.041 5.342 33.956 -0.48
H 7.362 1.137 32.348 0.25
H -1.956 5.732 31.461 0.19
H -2.409 2.839 26.917 0.01
H 6.338 6.022 26.154 -0.24
H 0.765 9.828 26.963 0.24
H 1.043 5.984 26.723 -0.14
H 10.754 3.525 34.988 0.29
H 2.476 6.732 36.100 -0.14
H 1.006 3.229 33.932 0.37
H 8.516 1.473 34.672 0.21
H 11.651 2.828 26.099 0.53
H 10.123 5.325 26.696 -0.14
H 8.021 5.610 25.998 -0.28
H 5.626 4.814 29.929 -1.27
H 1.025 7.611 29.090 -1.00
H 6.505 7.348 32.423 0.10
H 9.039 9.198 31.426 0.17
H 5.707 3.544 31.644 -0.93
H 9.827 4.824 33.061 0.35
H -0.689 3.878 25.654 -0.30
H 4.811 0.557 33.416 0.35
H 12.970 5.812 25.708 0.34
H 2.038 6.672 25.407 -1.56
H 9.007 -0.856 22.763 0.28
H 4.041 5.516 29.644 1.27
H 4.661 5.351 32.009 0.62
H 11.236 3.603 23.442 0.29
H 2.155 5.676 21.725 0.38
H 6.296 6.633 28.386 -0.52
H -0.428 2.944 28.815 0.21
H 4.785 6.029 36.678 0.54
H 10.991 7.013 34.085 0.24
H 7.801 1.447 23.889 0.09
H 8.614 3.559 32.821 -0.60
H 6.859 12.329 28.369 0.34
H -0.572 5.340 28.897 -0.69
H 5.260 7.725 36.868 0.29
H 8.179 11.176 32.705 -0.31
H 5.253 10.374 32.332 -0.37
H -0.154 5.648 31.164 -0.59
H 6.511 2.257 33.312 0.39
H 2.937 7.845 37.299 0.48
H -0.404 8.679 27.792 0.20
H 5.550 -0.411 32.151 0.27
H 11.374 9.913 34.398 0.26
H 1.944 4.588 24.378 -0.13
H 3.237 8.005 26.948 -1.06
H 8.464 8.530 33.591 -0.29
H 11.466 6.879 25.738 0.42
H 7.430 5.081 34.317 0.02
H -1.318 5.856 24.234 0.00
H 5.065 7.689 28.956 -0.75
H 8.757 5.162 35.373 0.22
H 6.830 8.098 24.713 -0.05
H -2.261 5.147 29.201 0.21
H 10.116 8.082 35.212 0.31
H 12.834 3.820 24.312 0.32
H 6.141 2.840 28.212 -0.88
H 3.085 9.666 23.006 0.48
H -2.913 5.094 23.909 0.37
```

Results
2S+1: 1
E_LUMO: 0.2974 eV
E_HOMO: -9.25 eV
Total charge: 0
E_tot: -148014.632 eV



# 2
Here is C66H138F18N10O14S6 as an isolated structure at a distorted geometry from the OMol25 dataset. Energies are from the ωB97M-V functional and the def2-TZVPD basis.

The geometry in XYZ format:
```
252
Properties=species:S:1:pos:R:3:mulliken_charge:R:1
S 3.148 -7.137 0.405 0.97
S -7.468 -4.864 -0.892 0.78
S 0.293 1.782 -1.292 1.02
S -1.265 -0.382 -1.159 0.88
S -5.486 -2.940 -1.287 0.96
S 3.256 -5.500 -1.821 1.08
F 2.236 2.106 0.681 -0.16
F 2.387 3.378 -1.038 -0.20
F -6.523 -1.352 0.645 -0.33
F 2.996 1.311 -1.285 -0.19
F 0.109 -2.610 -0.624 -0.11
F -9.735 -3.671 -1.435 -0.23
F 3.204 -5.627 2.511 -0.21
F -5.556 -3.180 1.324 -0.19
F 0.700 -6.143 -2.211 -0.23
F 2.003 -5.950 -4.030 -0.37
F -8.817 -3.105 0.501 -0.23
F -0.719 -1.568 1.048 -0.20
F -1.920 -2.845 -0.092 -0.05
F -4.350 -1.506 0.629 -0.07
F 2.103 -7.737 -2.710 -0.15
F -9.922 -4.931 0.212 -0.18
F 1.130 -6.082 1.804 -0.26
F 2.203 -7.460 2.936 -0.19
O 2.983 -4.084 -2.112 -0.99
O -0.552 2.648 -0.505 -0.56
O -1.579 -0.696 -2.565 -0.68
O 4.491 -7.619 0.749 -0.67
O 4.523 -5.910 -2.307 -0.81
O -4.432 -3.929 -1.176 -0.63
O 0.403 1.985 -2.690 -0.55
O -7.468 -4.316 -7.713 -0.30
O -2.307 0.317 -0.377 0.14
O -6.826 -5.288 0.368 -0.58
O -7.683 -5.857 -1.946 -0.58
O -5.212 -1.846 -2.197 -0.49
O -2.069 3.629 -5.609 -0.32
O 2.204 -8.108 -0.182 -0.65
N 10.322 3.027 4.216 0.12
N -6.926 -3.461 -1.454 -0.18
N -4.627 0.112 4.749 0.48
N 0.152 0.217 -0.954 -0.27
N -6.292 -5.932 -5.423 0.32
N 3.136 -5.740 -0.325 -0.17
N 4.884 -1.994 0.334 1.05
N 0.527 6.618 5.919 0.19
N -4.208 3.013 -3.330 0.57
N 1.228 -2.712 -5.476 0.63
C 7.500 3.656 1.719 -0.50
C 1.407 -1.106 -3.695 0.79
C -5.373 2.762 -4.228 -1.17
C -2.664 4.907 -2.544 -1.11
C 0.950 5.113 5.783 -0.61
C 5.298 -0.921 1.254 -1.07
C 5.256 -3.407 0.770 0.15
C -6.933 1.015 4.361 0.01
C 3.188 -3.450 -7.133 -0.31
C -0.969 6.637 6.086 -1.02
C 0.655 8.747 7.306 -0.26
C -3.851 4.487 -3.398 -0.55
C 0.592 -0.479 -4.864 0.20
C -6.051 -7.288 -4.889 -1.16
C 1.129 7.274 7.150 -0.83
C 7.191 3.156 0.320 -1.39
C -7.786 2.137 4.813 -0.48
C 8.704 2.885 2.239 0.03
C 0.972 -1.325 -6.077 -0.77
C 0.622 6.171 3.593 -0.90
C 5.627 -1.840 -0.982 0.00
C 12.456 3.960 4.635 -0.60
C -8.921 -6.745 -5.439 -1.36
C 1.574 9.599 8.235 -0.85
C 10.277 3.524 5.638 -0.47
C 1.906 -3.797 -6.295 -0.39
C -0.970 -2.005 -0.175 -0.15
C -3.941 0.883 3.534 -0.73
C -5.041 -1.191 4.258 -1.15
C -2.663 2.394 -5.302 -0.87
C 3.397 -2.009 0.218 -0.81
C -9.113 -4.170 -0.370 0.66
C -7.839 -3.349 -8.678 -0.86
C -6.074 -4.681 -7.660 -0.57
C 10.677 1.574 4.238 -0.90
C -2.153 -0.179 4.940 -0.87
C 0.735 4.781 4.298 -0.42
C -4.514 2.564 -1.908 0.14
C 1.197 9.628 9.746 -1.09
C 6.993 -2.479 -0.729 -0.79
C 4.896 -1.053 2.684 -0.55
C -5.252 1.256 -1.840 -1.08
C -2.545 0.205 3.435 -0.19
C -3.989 -4.947 -4.759 -1.48
C -7.860 -5.592 -5.147 -0.21
C 0.920 7.266 4.667 -0.52
C -5.743 0.904 5.242 -1.31
C 2.069 -2.381 -4.286 0.00
C 3.634 -4.768 -7.762 -1.39
C -5.461 -2.262 0.410 0.18
C 11.749 3.700 6.021 -0.79
C -3.455 0.033 5.702 -0.57
C 1.925 -6.424 -2.711 0.48
C 5.461 0.089 3.478 -0.12
C 4.840 0.274 4.894 -1.48
C -3.041 2.206 -3.808 -0.47
C 6.768 -3.392 0.545 -1.07
C -0.067 -3.313 -5.004 -0.73
C -8.770 2.552 3.750 -1.43
C 2.426 -6.565 2.030 0.66
C -0.707 3.523 -5.955 -0.70
C 2.073 2.118 -0.650 0.09
C -6.028 -6.000 -6.862 -0.92
C 8.939 3.278 3.662 -1.37
C 11.391 3.848 3.529 -0.60
C -5.519 -4.911 -4.604 0.08
H -6.051 0.459 6.176 0.51
H 7.840 3.586 -0.434 0.41
H 9.620 3.001 1.649 0.28
H 0.418 4.520 6.515 0.44
H -8.954 -7.502 -4.671 0.37
H 12.083 2.818 6.566 0.36
H -1.368 7.674 6.053 0.35
H 8.289 2.730 4.312 0.62
H -6.286 3.130 -3.731 0.36
H -6.606 1.161 3.311 0.10
H -3.658 -0.718 6.448 0.45
H -6.536 -6.795 -7.383 0.54
H -6.269 1.344 -2.288 0.40
H 0.961 -1.423 -2.751 -0.45
H -0.094 3.058 -5.202 0.21
H 5.311 1.030 2.893 0.18
H -3.481 2.074 -5.919 0.51
H -6.529 -8.014 -5.553 0.46
H 2.053 -4.610 -5.590 0.12
H -9.832 -6.153 -5.576 0.43
H 5.116 1.182 5.407 0.42
H -1.724 0.814 3.055 0.73
H -5.159 3.284 -1.433 0.33
H -3.462 0.987 6.224 0.37
H 2.053 -3.205 -3.579 -0.43
H -9.405 3.356 4.033 0.43
H 1.995 5.134 6.078 0.35
H 0.722 6.703 7.993 0.38
H 0.950 0.518 -5.064 0.53
H 3.831 -5.510 -6.983 0.32
H -0.503 -0.324 -4.669 -0.74
H -8.111 -3.831 -9.625 0.30
H -4.796 5.062 -3.168 0.58
H 9.762 4.471 5.600 0.43
H 7.667 4.735 1.646 0.43
H 6.556 -0.084 3.548 0.26
H 5.674 -0.783 -1.264 0.39
H -5.747 -5.184 -3.592 0.01
H -7.061 -2.610 -8.874 0.35
H 2.866 -5.204 -8.432 0.33
H -3.737 -4.725 -5.815 0.28
H -0.382 8.773 7.658 0.40
H -8.754 -2.819 -8.302 0.27
H 2.596 9.232 8.098 0.34
H -7.943 -5.250 -4.132 0.42
H 0.331 -1.394 -6.966 0.43
H -5.886 -3.904 -4.825 0.51
H 1.673 10.599 7.809 0.40
H -3.550 -5.932 -4.657 0.27
H 2.201 7.173 7.206 0.43
H 2.266 -0.487 -3.403 0.12
H 4.518 -4.591 -8.345 0.43
H 4.916 -0.072 0.776 0.52
H -5.692 -4.958 -8.649 0.47
H -3.331 1.182 -3.689 0.27
H -8.282 2.783 2.787 0.30
H -0.251 4.548 -6.128 0.28
H 10.857 1.205 3.236 0.33
H 3.832 -1.187 2.808 0.36
H 7.286 -3.013 -1.639 0.45
H 6.396 -0.896 1.214 0.35
H 1.964 -1.035 -6.469 0.41
H 1.939 7.614 4.791 0.45
H 8.799 4.354 3.777 0.32
H -1.421 6.014 5.330 0.47
H 11.820 4.575 6.661 0.36
H 13.281 3.210 4.554 0.29
H -5.327 0.992 -0.760 0.15
H 1.405 6.249 2.869 0.42
H 3.989 -2.888 -6.649 0.38
H -8.314 1.909 5.745 0.35
H -4.138 -1.664 3.903 0.59
H 7.233 -3.058 1.450 0.33
H -5.785 -1.128 3.478 0.30
H -3.539 -4.165 -4.154 0.40
H 10.927 4.791 3.272 0.41
H -7.488 0.038 4.353 0.38
H -5.440 1.678 -4.370 0.38
H 11.608 1.501 4.799 0.47
H 9.940 0.985 4.791 0.33
H -3.504 2.446 -1.433 0.03
H 6.612 3.529 2.319 0.38
H -4.528 0.703 2.601 0.31
H -2.230 2.321 -3.113 0.29
H -1.946 1.564 -5.445 0.22
H 5.006 -2.360 -1.722 -0.01
H -1.776 -1.177 5.156 0.37
H -0.143 4.159 4.164 0.19
H -8.786 -7.234 -6.434 0.31
H 6.159 3.425 0.147 0.39
H 0.095 -4.195 -4.389 0.14
H 5.266 -1.956 3.150 0.30
H 3.014 -2.171 1.211 0.44
H -8.075 -4.762 -5.841 0.43
H -2.596 -0.713 2.782 -0.22
H -3.871 1.869 3.889 0.46
H -5.435 -1.755 5.069 0.28
H -2.606 4.513 -1.530 0.24
H -0.676 -3.466 -5.911 0.44
H 0.240 8.118 4.546 0.41
H -2.738 6.003 -2.478 0.44
H 1.774 10.302 10.364 0.39
H 11.642 3.448 2.566 0.47
H 3.724 0.277 4.892 0.31
H 12.936 4.930 4.577 0.42
H 0.107 9.858 9.779 0.28
H 3.076 -1.013 -0.113 0.23
H -1.719 4.634 -3.007 0.22
H 3.035 -2.677 -0.542 -0.33
H 5.238 -0.457 5.614 0.39
H -6.431 -7.186 -3.899 0.36
H 8.467 1.795 2.245 0.10
H -1.363 0.475 5.259 0.36
H -0.576 -2.536 -4.447 0.09
H 7.193 -4.379 0.441 0.57
H -4.959 -7.399 -4.970 0.51
H -1.200 6.146 7.025 0.38
H 0.664 9.330 6.375 0.27
H -0.353 6.343 3.075 0.33
H 7.180 2.102 0.324 0.28
H 4.919 -3.553 1.829 0.55
H -4.672 0.379 -2.165 0.19
H -7.223 3.027 5.040 0.37
H -9.376 1.707 3.460 0.37
H -5.193 3.345 -5.126 0.49
H 1.246 8.598 10.142 0.28
H -4.984 -6.395 -6.937 0.57
H 1.550 4.196 3.896 0.37
H -0.530 3.117 -6.941 0.35
H -5.353 1.873 5.488 0.43
H 1.130 -4.197 -6.957 0.52
H 3.092 -2.214 -4.619 0.40
H 4.675 -4.091 0.139 -0.20
H 7.740 -1.675 -0.558 0.28
H 2.907 -2.783 -7.947 0.37
H -3.644 4.678 -4.422 0.53
H -5.401 -3.878 -7.216 0.29
H 9.767 2.758 6.212 0.44
```

Results
2S+1: 1
E_LUMO: -6.9167 eV
E_HOMO: -14.82 eV
Total charge: +4
E_tot: -228133.619 eV